Entry from the OMol25 dataset: a structure of composition C32H22Cl2N6O2Sn (the ωB97M-V functional and the def2-TZVPD basis).

Properties
net charge = 0
energy = -77456.612 eV
frontier orbital gap = 7.904 eV

```
65
Properties=species:S:1:pos:R:3:mulliken_charge:R:1
Sn 1.398 0.092 1.062 0.6681
C 3.429 -1.893 -1.569 -0.4109
C 2.284 -1.429 -2.202 0.0933
C 2.021 -0.073 -2.201 -0.3905
C 2.922 0.781 -1.556 0.1096
N 4.029 0.348 -0.956 -0.4773
C 4.263 -0.965 -0.971 -0.5424
N 2.678 2.157 -1.585 -0.5249
C 2.220 2.756 -0.567 -0.0042
N 1.840 2.228 0.679 -0.2664
C 1.316 3.243 1.432 0.1225
N 0.837 3.267 2.635 -0.5480
C 0.767 2.200 3.488 0.3903
C 0.439 2.502 4.823 -0.6051
C 0.341 1.502 5.754 -0.2806
C 0.558 0.178 5.363 -0.8687
C 0.864 -0.057 4.050 -0.1242
N 0.978 0.922 3.131 -0.0605
C 1.376 4.506 0.659 0.1968
C 0.982 5.790 0.986 -0.0912
C 1.180 6.776 0.028 -0.6365
C 1.756 6.476 -1.208 -0.6011
C 2.148 5.181 -1.523 -0.2021
C 1.942 4.210 -0.563 0.0258
H 3.674 -2.946 -1.541 0.4083
H 1.606 -2.115 -2.694 0.5529
H 1.149 0.344 -2.686 0.4234
H 5.170 -1.286 -0.470 0.4149
H 0.274 3.540 5.069 0.4838
H 0.091 1.736 6.781 0.3952
H 0.477 -0.644 6.057 0.4161
H 1.015 -1.065 3.681 0.4379
H 0.540 6.004 1.949 0.5395
H 0.886 7.795 0.239 0.3993
H 1.897 7.269 -1.931 0.4020
H 2.595 4.933 -2.476 0.5488
Cl -0.044 -3.870 -0.059 -0.1482
C -0.303 -3.783 -1.765 1.2082
C 0.334 -4.687 -2.597 -0.7175
C 0.173 -4.584 -3.971 -0.5237
C -0.616 -3.578 -4.505 -0.5223
C -1.264 -2.699 -3.654 0.6471
Cl -2.265 -1.451 -4.333 -0.2259
C -1.138 -2.779 -2.268 -1.6958
N -1.775 -1.891 -1.394 0.2713
C -2.876 -2.334 -0.612 0.8141
C -3.405 -3.611 -0.734 -0.7185
C -4.459 -4.007 0.077 -0.7638
C -4.997 -3.129 1.000 -0.7349
C -4.467 -1.851 1.114 -0.8505
C -3.406 -1.438 0.324 0.7539
C -2.795 -0.074 0.481 -0.9427
C -1.344 -0.151 0.924 0.9434
O -0.976 -0.932 1.801 -0.6520
O -0.527 0.679 0.360 -0.5981
H 0.962 -5.451 -2.162 0.4512
H 0.674 -5.282 -4.627 0.3810
H -0.745 -3.475 -5.573 0.4461
H -1.946 -0.988 -1.815 0.4829
H -2.995 -4.299 -1.461 0.3955
H -4.861 -5.007 -0.023 0.3994
H -5.819 -3.435 1.633 0.3791
H -4.873 -1.161 1.843 0.3463
H -3.336 0.476 1.254 0.4865
H -2.851 0.527 -0.429 0.2944
```